No. 1
66
Properties=species:S:1:pos:R:3:forces:R:3 method="wB97M-V/def2-TZVPD" largest_force_ev_per_a=1.235 gap_ev=9.500
C -2.285670 -2.066709 1.863886 0.0 0.5 0.4
C -2.789535 -0.644862 1.591867 -0.1 -0.1 -0.3
C -3.189461 -0.425194 0.127681 0.6 -0.1 0.0
N -2.715898 0.840959 -0.435463 -0.4 -0.1 -0.1
C -1.963270 0.705270 -1.688276 -0.5 0.9 0.7
C -2.043042 2.059433 -2.421844 0.5 -0.3 -0.3
C -0.724378 2.664681 -2.935915 -0.8 0.1 0.7
C -0.940328 4.144845 -3.213740 0.2 -0.1 0.1
S 0.536537 2.572576 -1.649492 1.0 0.1 -0.5
O 1.809029 2.323473 -2.255460 0.1 -0.6 -0.4
O 0.476725 3.730878 -0.834766 -0.6 0.5 0.8
O 0.131618 1.340859 -0.723531 -0.2 0.3 -0.3
C -0.539711 0.246560 -1.396726 -0.2 -0.4 -0.5
C 0.244715 -0.345174 -2.553573 0.5 -0.9 -0.4
C -0.626994 -1.396995 -3.267001 -0.1 0.8 0.0
C 1.614551 -0.976474 -2.155652 -0.3 -0.3 0.3
C 1.986960 -0.993292 -0.677500 0.2 0.9 -0.3
H -2.690989 -2.785650 1.162657 -0.1 -0.2 -0.1
H -2.535367 -2.350545 2.878860 -0.1 -0.2 0.2
H -1.201372 -2.066408 1.811110 0.2 -0.3 -0.2
H -3.619440 -0.401748 2.246643 -0.1 0.1 0.2
H -1.978048 0.041940 1.813297 0.1 0.2 0.2
H -2.749841 -1.249924 -0.436804 0.1 -0.1 -0.2
H -4.264006 -0.521171 -0.004959 -0.2 0.1 0.0
H -2.173409 1.364377 0.240496 0.0 0.0 0.0
H -2.509972 -0.027622 -2.260589 0.1 -0.3 -0.2
H -2.701193 1.934551 -3.275902 -0.1 0.2 -0.2
H -2.500926 2.793059 -1.771419 -0.2 0.0 0.3
H -0.383801 2.171511 -3.832696 0.4 -0.3 0.0
H -1.300161 4.613195 -2.308428 0.0 0.2 0.2
H -1.697991 4.268445 -3.978968 0.0 0.0 -0.3
H -0.012950 4.628255 -3.499035 0.0 0.2 -0.2
H -0.630973 -0.534238 -0.651363 0.2 -0.1 0.4
H 0.467674 0.389718 -3.313202 0.0 0.4 0.0
H -1.288905 -0.879859 -3.957173 -0.4 -0.1 0.0
H -1.231308 -1.958897 -2.561071 0.0 -0.4 0.0
H -0.012483 -2.041341 -3.878487 0.1 -0.3 0.0
H 2.402113 -0.483683 -2.712376 0.2 0.2 0.0
H 1.626667 -2.006175 -2.499630 -0.1 -0.2 -0.2
H 2.139777 0.031436 -0.356605 0.0 0.1 0.2
H 2.939351 -1.488763 -0.541511 0.1 -0.4 0.1
H 1.227273 -1.413226 -0.028362 0.0 -0.4 0.1
C -4.282798 -2.621687 6.795546 -0.1 0.0 -0.1
C -2.927167 -2.788885 6.126257 0.0 0.2 0.4
C -1.837861 -3.095465 7.142437 0.1 -0.1 -0.1
O -2.594364 -1.612872 5.387899 0.0 -0.1 -0.2
H -4.259737 -1.786007 7.500260 0.1 0.0 0.1
H -5.051059 -2.402161 6.053769 0.0 0.0 0.0
H -4.570597 -3.522526 7.339076 0.0 0.0 0.0
H -2.979615 -3.595947 5.394115 0.0 0.1 -0.1
H -1.741272 -2.274015 7.857573 -0.1 0.0 0.0
H -0.874086 -3.211543 6.646411 0.0 0.0 0.0
H -2.057419 -4.009509 7.695684 0.0 0.0 0.0
H -2.540034 -0.878206 6.010362 0.0 0.0 0.0
C 6.464943 2.072054 -3.089490 0.0 0.0 -0.2
C 5.689866 0.941928 -2.430080 0.3 0.2 0.3
C 5.252571 1.313831 -1.023168 -0.1 -0.1 0.1
O 6.482353 -0.247629 -2.404717 -0.1 -0.1 -0.1
H 7.373355 2.293346 -2.521967 0.0 0.0 0.1
H 6.770224 1.789463 -4.097491 0.0 0.0 0.0
H 5.864771 2.980852 -3.148183 0.0 0.0 0.0
H 4.811898 0.704407 -3.031897 0.0 -0.1 0.0
H 6.121413 1.513014 -0.388625 0.0 0.1 -0.1
H 4.698226 0.493177 -0.567239 0.0 0.0 0.0
H 4.617082 2.200292 -1.029301 0.0 0.0 0.0
H 7.267740 -0.063985 -1.876211 -0.1 0.0 0.0

=====

No. 2
40
Properties=species:S:1:pos:R:3:forces:R:3 method="wB97M-V/def2-TZVPD" largest_force_ev_per_a=0.482 s_squared=0.75 spin_multiplicity=2 gap_ev="7.932 / 8.929"
C 2.001724 -2.517208 -1.600498 0.0 0.1 -0.1
C 0.817818 -2.134033 -0.716291 -0.2 0.1 0.1
C 0.302368 -3.392859 -0.005463 0.0 -0.1 0.0
C 1.254239 -1.095503 0.359110 0.0 -0.1 0.0
C 0.795522 0.370696 0.159099 0.0 -0.1 -0.1
P 2.025914 1.317301 -0.829654 -0.1 0.0 -0.1
O 1.980891 1.156262 -2.296794 0.0 0.0 0.1
P 0.766548 1.155411 1.810107 0.4 0.0 0.3
S 2.429900 1.260638 2.806601 -0.2 0.0 -0.1
C -0.614728 0.582251 -0.452354 -0.3 0.1 0.1
C -1.298579 -0.690786 -1.003080 0.2 -0.1 0.1
C -2.278672 -0.308451 -2.112249 0.0 -0.1 0.0
C -2.039468 -1.433220 0.118716 -0.1 -0.1 0.0
N -0.251331 -1.558163 -1.601531 0.3 0.4 0.0
O 0.112911 -1.201146 -2.773977 -0.1 -0.2 0.0
H 1.664021 -3.067391 -2.476259 0.0 0.0 0.0
H 2.684322 -3.147475 -1.028055 0.0 0.1 0.0
H 2.538848 -1.635729 -1.953449 -0.1 0.0 -0.1
H 1.148619 -3.890473 0.471115 0.0 0.0 0.0
H -0.139220 -4.082407 -0.728292 0.0 0.0 0.0
H -0.430818 -3.182711 0.773918 0.2 0.0 -0.1
H 0.926181 -1.445025 1.344416 -0.1 0.0 -0.1
H 2.345787 -1.106346 0.411754 0.0 0.0 0.1
H 3.233153 0.974538 -0.202061 0.0 0.0 0.0
H 1.787699 2.630004 -0.360352 0.0 0.0 0.0
H -0.269376 0.424169 2.421988 -0.1 0.0 0.0
H 0.134408 2.379918 1.551251 -0.1 0.0 0.0
H -1.289365 0.995769 0.310500 0.0 0.1 -0.1
H -0.560455 1.328356 -1.248849 0.0 -0.1 0.0
H -1.831632 0.382991 -2.821319 0.0 -0.1 0.0
H -2.584686 -1.198338 -2.664302 0.0 0.0 0.1
H -3.164589 0.153049 -1.671020 0.1 0.0 0.0
H -3.054990 -1.045544 0.195824 0.0 0.1 0.1
H -1.564725 -1.310426 1.096265 0.0 0.0 -0.1
H -2.113354 -2.501867 -0.090030 -0.1 0.2 -0.1
C -0.996877 5.448474 2.969134 0.0 0.0 0.0
Br -1.203552 4.939774 1.123779 0.0 0.0 0.0
Br -2.559703 6.352060 3.620712 0.0 0.0 0.0
Br -0.532342 3.948068 4.076117 0.0 0.0 0.0
H -0.172412 6.145372 3.015473 0.0 0.0 0.0

=====

No. 3
156
Properties=species:S:1:pos:R:3:forces:R:3 method="wB97M-V/def2-TZVPD" charge=-1 largest_force_ev_per_a=5.528 gap_ev=3.157
C 8.086995 -0.345059 -0.281591 -0.9 0.5 -1.6
C 6.847262 -0.216874 -1.158009 2.2 0.0 2.1
C 5.950199 1.100672 -0.900315 4.7 0.7 -0.6
P 4.199106 1.273042 -1.586693 1.2 0.2 0.7
N 4.962944 1.667295 -3.167081 -0.7 -0.4 -2.0
C 4.079435 -0.527229 -2.269687 -1.1 -3.7 -0.6
C 3.994937 -1.752082 -1.233911 3.5 -3.6 -1.3
N 4.906102 -2.811519 -1.343949 -3.9 3.8 0.7
C 3.272291 0.843079 0.054440 -2.1 -0.1 2.0
C 4.111765 0.295361 1.307499 -0.3 0.3 0.5
O 3.154022 -0.273454 2.313697 -0.3 -0.8 -1.5
C 4.105262 3.106134 -1.042859 -0.7 2.6 0.0
F 4.612054 3.377987 0.354528 -0.5 -0.4 -1.7
C 4.778999 4.240708 -1.962271 0.2 2.7 1.0
C 6.360750 4.636944 -1.620446 -0.2 0.7 -1.2
P 2.284120 1.567814 -2.686495 -2.7 0.6 -1.7
C 0.794863 1.822698 -1.531591 -1.9 0.8 0.7
O 2.336615 3.076803 -3.624575 -1.9 -0.7 -0.2
H 8.158196 -1.058888 0.643342 0.5 0.3 -2.8
H 9.003485 0.314599 -0.670295 -2.4 -0.3 2.2
H 6.775628 -1.042637 -1.963260 -1.3 1.1 2.2
H 6.172814 1.459512 0.185560 -0.7 -1.0 -1.9
H 6.583717 1.918783 -1.517985 -1.5 -1.3 1.2
H 5.821678 1.128629 -3.366933 -0.7 0.3 0.3
H 4.253861 1.315297 -3.877874 1.4 0.7 0.6
H 3.093417 -0.648944 -2.941260 1.9 0.4 1.5
H 4.927392 -0.797726 -3.066126 -1.7 0.5 2.0
H 3.186453 -1.915947 -0.370056 1.9 0.6 -2.1
H 5.554797 -2.656361 -2.140187 -0.7 0.3 0.6
H 2.677683 1.795954 0.475530 1.6 -2.2 -1.1
H 2.364418 0.079282 -0.106378 2.0 1.3 0.1
H 4.895964 -0.550577 1.112165 -1.3 1.8 0.0
H 4.598240 1.230288 1.868731 -0.8 -2.2 -1.3
H 2.606716 -0.996740 1.862869 1.3 1.6 0.7
H 2.952505 3.413186 -0.957854 2.5 -0.8 -0.1
H 4.215303 5.252805 -1.643479 1.1 -2.1 -0.6
H 4.612032 4.212806 -3.116341 0.3 -0.7 2.5
H 6.523568 5.709205 -2.119094 -0.3 -2.2 1.0
H 7.134085 3.927360 -2.163186 -1.6 1.3 1.4
H 6.573389 4.780657 -0.480997 -0.5 -0.6 -2.2
H 0.493834 0.878762 -0.881037 0.9 1.8 -1.4
H 0.886944 2.739618 -0.796234 -0.2 -1.7 -1.3
H -0.150585 2.020668 -2.233009 1.9 -0.3 1.4
H 1.555302 3.045680 -4.279448 1.9 -0.1 1.6
C 0.682696 1.893105 5.423478 -0.6 0.1 0.3
C 1.361235 2.011051 4.280503 2.3 -0.4 0.3
C 0.675056 2.361224 3.006073 0.1 0.1 -1.2
O 1.327875 2.481144 1.975316 -0.6 0.1 1.2
C -0.784073 2.547110 3.037482 0.2 0.0 -0.1
C -1.462882 2.425711 4.179902 -1.5 0.3 -0.6
C -0.772865 2.102800 5.458862 0.5 -0.3 0.9
O -1.421356 2.015864 6.496195 0.0 0.1 -0.7
O -2.834651 2.596412 4.216077 1.5 -0.3 0.8
O 2.729119 1.812832 4.238960 -2.2 0.7 -0.4
H 1.169090 1.641263 6.357457 0.0 0.0 -0.1
H -1.272616 2.783712 2.100954 0.0 0.0 0.0
H -3.089970 2.458884 5.154373 0.2 0.1 -0.4
H 2.985153 1.956301 3.301868 0.0 -0.3 0.2
C -0.490632 -1.947014 -2.326418 -0.2 -0.2 0.4
C -0.702155 -1.426224 -3.536690 1.8 0.9 -0.6
C -2.024707 -1.546863 -4.210440 -0.8 -0.1 -0.4
O -2.194672 -1.041623 -5.314458 0.3 -0.1 0.6
C -3.089080 -2.284597 -3.512258 0.4 -0.3 -0.3
C -2.876285 -2.808286 -2.303494 -1.4 -0.8 0.2
C -1.562540 -2.663709 -1.618435 0.8 0.0 0.6
O -1.402857 -3.140194 -0.499676 -0.4 0.2 -0.7
O -3.871325 -3.505164 -1.642848 1.6 0.7 -0.2
O 0.301341 -0.753505 -4.209419 -2.1 -1.0 0.3
H 0.465041 -1.864793 -1.824174 0.0 0.0 0.0
H -4.039840 -2.380200 -4.020838 0.1 0.0 0.1
H -3.472975 -3.782038 -0.788940 -0.1 0.1 -0.4
H -0.098893 -0.471491 -5.060629 0.2 -0.1 0.4
C 0.364261 -4.046221 5.199612 0.0 0.3 0.0
C 0.811998 -5.303074 5.223538 -1.5 -0.9 0.4
C 2.246520 -5.618100 4.977488 1.0 -0.1 -0.3
O 2.631988 -6.780940 5.024708 -0.6 0.4 0.1
C 3.155908 -4.500980 4.678063 -0.2 -0.8 -0.1
C 2.707281 -3.244544 4.650771 1.7 1.4 -0.4
C 1.278681 -2.927402 4.924004 -0.8 0.7 0.1
O 0.899799 -1.761037 4.909860 0.4 -0.8 0.0
O 3.555910 -2.190169 4.367366 -2.0 -1.4 0.8
O -0.042047 -6.360107 5.479289 1.6 0.7 -0.3
H -0.675410 -3.802779 5.378892 0.1 0.0 0.0
H 4.192281 -4.745615 4.483581 -0.2 0.1 0.0
H 2.994849 -1.385213 4.409313 0.4 0.0 -0.3
H 0.520223 -7.164367 5.443283 -0.2 0.4 0.0
C -5.530508 3.165781 -2.920730 -0.4 0.1 0.1
C -4.746718 2.094296 -3.056056 1.7 0.7 -0.8
C -5.207959 0.740875 -2.639950 0.0 -0.9 0.2
O -4.472501 -0.227810 -2.794107 -0.6 1.2 0.1
C -6.548930 0.622061 -2.046420 0.3 0.1 0.3
C -7.331212 1.694217 -1.908000 -0.6 -0.7 0.5
C -6.880453 3.042572 -2.349462 0.0 0.9 -0.2
O -7.629112 4.006136 -2.226118 0.2 -0.8 0.1
O -8.591508 1.590149 -1.348518 0.9 0.8 -0.7
O -3.475669 2.202731 -3.589722 -1.7 -0.9 0.8
H -5.208801 4.155037 -3.221060 0.0 -0.1 0.0
H -6.864774 -0.364379 -1.731910 0.2 0.2 0.0
H -8.958074 2.501191 -1.360077 0.1 -0.3 -0.1
H -3.111540 1.290782 -3.583685 -0.1 0.4 -0.1
C -8.360495 -2.922861 -4.560548 0.1 0.4 0.2
C -9.181104 -3.905935 -4.935900 1.1 -1.3 -0.9
C -10.642874 -3.841620 -4.658906 -1.1 -0.2 0.1
O -11.374681 -4.751409 -5.032743 0.8 0.5 0.1
C -11.155506 -2.670258 -3.931088 0.0 -0.4 -0.2
C -10.334199 -1.688941 -3.552782 -1.2 1.4 1.0
C -8.877268 -1.740565 -3.854148 1.0 0.1 -0.1
O -8.150463 -0.814666 -3.509728 -1.0 -0.7 -0.5
O -10.808851 -0.586524 -2.866067 1.4 -1.3 -1.0
O -8.702263 -5.021535 -5.597920 -1.4 1.2 0.8
H -7.296309 -2.955622 -4.757412 -0.1 0.0 0.0
H -12.217001 -2.644599 -3.720597 0.1 0.0 0.0
H -10.022699 -0.019713 -2.707352 -0.3 -0.1 0.1
H -9.489320 -5.585388 -5.761898 0.3 0.2 0.1
C 8.506914 -5.218407 8.097214 0.0 -0.2 0.4
C 7.881201 -4.741482 7.019370 1.4 0.8 -1.2
C 6.406876 -4.875621 6.858109 -1.0 0.1 -0.5
O 5.857471 -4.410620 5.865667 0.9 -0.3 0.8
C 5.659200 -5.577272 7.913223 0.0 0.2 -0.3
C 6.285587 -6.057162 8.989321 -1.4 -0.7 0.9
C 7.755522 -5.898602 9.163341 1.0 0.0 0.3
O 8.300336 -6.334226 10.172086 -0.6 0.2 -0.5
O 5.589441 -6.720005 9.983411 1.6 0.7 -0.8
O 8.581140 -4.103307 6.011928 -1.7 -0.8 1.0
H 9.577690 -5.125851 8.228331 -0.1 0.0 0.0
H 4.590864 -5.683481 7.774964 0.1 0.0 0.0
H 6.263700 -6.968192 10.652947 -0.3 0.1 -0.3
H 7.906038 -3.849867 5.345381 0.3 0.0 0.2
C -9.317663 -0.307167 3.329404 -0.2 -0.3 0.4
C -9.529187 0.213623 2.119133 1.8 0.9 -0.5
C -10.851738 0.092984 1.445382 -0.7 0.1 -0.8
O -11.021704 0.598224 0.341364 0.3 -0.2 0.8
C -11.916112 -0.644750 2.143564 0.1 0.2 -0.3
C -11.703316 -1.168440 3.352328 -1.6 -0.8 0.4
C -10.389572 -1.023863 4.037387 0.9 -0.1 0.7
O -10.229889 -1.500347 5.156146 -0.5 0.2 -0.8
O -12.698356 -1.865317 4.012974 1.8 0.8 -0.2
O -8.525690 0.886342 1.446403 -2.0 -0.9 0.6
H -8.361990 -0.224947 3.831648 -0.1 0.0 0.0
H -12.866871 -0.740353 1.634984 0.1 0.0 0.0
H -12.300007 -2.142191 4.866883 -0.1 0.1 -0.3
H -8.925924 1.168356 0.595193 0.3 -0.1 0.0
C 4.833194 5.990080 -5.614581 0.0 -0.3 -0.3
C 5.104536 7.213867 -5.156935 -0.7 0.0 1.7
C 5.813728 8.215572 -6.000303 0.4 0.8 -0.2
O 6.032316 9.338349 -5.559164 -0.2 -0.7 -0.1
C 6.233829 7.806594 -7.349692 0.0 0.2 0.2
C 5.965447 6.581637 -7.805864 0.8 0.0 -1.7
C 5.232132 5.589601 -6.972648 -0.5 -1.0 0.5
O 4.983883 4.477508 -7.426277 0.4 0.9 -0.1
O 6.359752 6.189778 -9.072026 -0.8 -0.2 1.7
O 4.735020 7.596625 -3.880583 0.8 0.3 -1.8
H 4.316411 5.252852 -5.013123 0.0 0.0 0.0
H 6.764108 8.538429 -7.945477 0.0 0.0 0.0
H 6.048254 5.263270 -9.167172 0.1 0.4 0.1
H 5.041191 8.525021 -3.787740 -0.1 -0.4 0.0